ORCA calculation (wB97M-V/def2-TZVPD) on a structure of composition C17H17BrTc in a non-equilibrium geometry.

Calculated values
HOMO energy (alpha / beta) = -6.4 / -8.0 eV
2S+1 = 4
E_LUMO (alpha / beta) = 0.02133 / -0.01589 hartree
HOMO-LUMO gap (alpha / beta) = 7.0 / 7.5 eV
<S²> = 3.768

```
36
Properties=species:S:1:pos:R:3:forces:R:3
C -0.948 -1.181 -3.223 -1.73 0.19 -0.36
C -1.014 -2.187 -2.223 -0.98 -0.18 0.10
C -1.759 -1.650 -1.108 -0.39 0.04 -0.47
H -0.634 -3.204 -2.307 0.05 0.50 0.17
C -2.157 -0.300 -1.435 -0.56 -0.53 -0.26
C -1.645 0.009 -2.725 -0.90 -0.76 -0.67
H -1.833 0.923 -3.289 0.21 -0.31 0.31
H -0.557 -1.313 -4.232 0.10 0.19 0.52
H -1.996 -2.189 -0.185 0.29 0.32 -0.51
H -2.770 0.358 -0.816 0.38 -0.21 -0.26
Tc 0.047 -0.418 -1.530 1.44 -0.69 -0.93
Br 0.973 -2.316 0.274 0.52 -1.04 0.39
C 2.111 0.694 -1.027 0.36 0.32 -0.69
C 1.227 1.471 -1.891 0.71 0.07 0.77
C 1.053 0.730 -3.087 1.39 -0.31 -0.39
H 0.854 2.481 -1.690 0.18 -0.61 -0.10
C 1.811 -0.521 -2.962 -0.18 0.87 -0.29
C 2.463 -0.514 -1.708 0.33 1.07 0.29
H 3.134 -1.283 -1.336 -0.41 0.20 -0.03
H 2.458 1.004 -0.030 -0.16 -0.27 -0.67
H 0.569 1.092 -4.000 0.06 -0.33 0.57
H 1.922 -1.281 -3.747 -0.16 0.40 0.58
C -0.237 0.123 0.984 -2.62 -0.06 -1.12
C -0.280 0.527 2.330 0.16 -1.04 0.26
C -0.211 -0.557 3.217 -0.27 0.25 -0.10
C -0.162 -0.243 4.541 0.00 0.16 1.44
C -0.193 1.105 4.961 -0.02 -0.31 -0.96
C -0.268 2.133 4.008 0.00 1.02 1.60
C -0.307 1.863 2.657 0.15 0.05 0.63
H -1.273 -0.361 0.676 3.13 1.15 0.18
H 0.700 0.486 0.554 -1.12 -0.37 -0.80
H -0.175 -1.595 2.812 0.01 1.05 0.45
H -0.098 -1.055 5.270 0.00 0.38 -0.01
H -0.156 1.327 6.012 0.00 0.15 0.19
H -0.294 3.189 4.360 0.02 -0.87 -0.22
H -0.354 2.652 1.892 0.03 -0.50 0.39
```
Positions in Å, forces in eV/Å.